{
  "formula": "C34H80BrCl2N9NbO11S",
  "method": "ωB97M-V/def2-TZVPD",
  "charge": -1,
  "spin_multiplicity": 1,
  "lumo_ev": 1.729,
  "total_energy_ev": -179963.5451,
  "orbital_gap_ev": 6.3,
  "species": ["C", "C", "C", "Br", "Nb", "Cl", "C", "C", "C", "C", "S", "O", "O", "Cl", "H", "H", "H", "H", "H", "H", "H", "H", "H", "H", "H", "H", "H", "H", "H", "H", "H", "C", "C", "O", "N", "C", "H", "H", "H", "H", "H", "H", "H", "C", "C", "O", "N", "C", "H", "H", "H", "H", "H", "H", "H", "C", "C", "O", "N", "C", "H", "H", "H", "H", "H", "H", "H", "C", "C", "O", "N", "C", "H", "H", "H", "H", "H", "H", "H", "C", "C", "O", "N", "C", "H", "H", "H", "H", "H", "H", "H", "C", "C", "O", "N", "C", "H", "H", "H", "H", "H", "H", "H", "C", "C", "O", "N", "C", "H", "H", "H", "H", "H", "H", "H", "C", "C", "O", "N", "C", "H", "H", "H", "H", "H", "H", "H", "C", "C", "O", "N", "C", "H", "H", "H", "H", "H", "H", "H"],
  "positions_angstrom": [[2.5958, 0.4549, 2.0575], [3.1379, -0.4466, 0.9366], [2.7239, -1.9217, 0.9837], [3.0455, -2.7141, 2.7595], [0.7033, -2.3183, 0.1538], [-1.3643, -3.0836, -0.9676], [-0.4572, -1.9062, 2.0423], [-0.8144, -0.4794, 2.5500], [-2.3123, -0.2064, 2.4205], [-2.7425, -0.0157, 0.9678], [-2.3778, 1.5682, 0.2702], [-1.1158, 2.1000, 0.6476], [-2.7850, 1.5883, -1.0994], [-3.7969, 2.7521, 1.2488], [1.8927, 1.1656, 1.6130], [3.3930, 1.0492, 2.4834], [2.0448, -0.0898, 2.8234], [4.2261, -0.3773, 0.9170], [2.7780, -0.0509, -0.0161], [3.3970, -2.4936, 0.3417], [1.1324, -4.1086, 0.4256], [1.4185, -2.1632, -1.5334], [0.3772, -0.5267, -0.1946], [-1.4105, -2.4030, 1.8191], [0.0115, -2.4683, 2.8551], [-0.5348, -0.3886, 3.6048], [-0.2666, 0.2857, 2.0069], [-2.6360, 0.6574, 3.0108], [-2.8724, -1.0580, 2.8111], [-3.8275, -0.0898, 0.8652], [-2.2985, -0.7441, 0.2799], [7.2367, -0.3881, -0.5768], [7.2976, 0.0076, 0.8751], [6.3502, 0.5120, 1.4582], [8.4679, -0.2170, 1.5366], [9.6861, -0.7883, 1.0073], [6.2413, -0.1565, -0.9466], [7.9878, 0.1550, -1.1555], [7.4102, -1.4588, -0.6939], [8.4409, 0.0533, 2.5070], [9.9499, -1.7066, 1.5370], [10.5189, -0.0872, 1.1020], [9.5610, -1.0200, -0.0456], [-7.4620, -1.9288, 3.3388], [-6.3926, -0.8728, 3.1783], [-5.5376, -0.6602, 4.0203], [-6.4382, -0.1431, 2.0271], [-7.3818, -0.2613, 0.9334], [-7.3228, -2.4338, 4.2894], [-8.4409, -1.4477, 3.3054], [-7.3944, -2.6612, 2.5324], [-5.7264, 0.5655, 1.9395], [-6.8652, -0.5060, 0.0016], [-7.9214, 0.6690, 0.7815], [-8.1042, -1.0432, 1.1423], [4.2215, 5.4956, 1.8067], [4.5544, 4.0202, 1.7630], [3.9388, 3.2107, 2.4343], [5.5654, 3.5916, 0.9558], [6.3958, 4.3882, 0.0893], [3.3643, 5.5928, 2.4734], [5.0644, 6.0789, 2.1802], [3.9464, 5.8682, 0.8175], [5.7271, 2.5898, 1.0002], [6.2976, 4.0687, -0.9523], [7.4503, 4.3067, 0.3705], [6.1084, 5.4347, 0.1514], [-10.0529, 1.8582, 1.5645], [-10.6245, 0.5625, 2.0880], [-10.1248, 0.0010, 3.0524], [-11.6934, 0.0327, 1.4404], [-12.3712, 0.5617, 0.2757], [-9.2092, 2.1148, 2.1999], [-9.7016, 1.7461, 0.5381], [-10.7856, 2.6666, 1.6000], [-12.0237, -0.8318, 1.8393], [-13.4206, 0.7676, 0.4962], [-12.3258, -0.1458, -0.5539], [-11.8975, 1.4846, -0.0432], [3.2528, -6.6672, -1.0649], [3.3010, -5.3331, -1.7747], [3.7104, -4.3272, -1.2294], [2.8144, -5.2779, -3.0437], [2.2279, -6.3359, -3.8392], [3.6502, -6.5209, -0.0651], [2.2257, -7.0254, -0.9897], [3.8493, -7.4163, -1.5894], [2.8457, -4.3485, -3.4328], [2.7822, -6.4765, -4.7716], [1.1962, -6.0969, -4.0819], [2.2286, -7.2749, -3.2953], [0.9004, 3.7910, 2.8616], [1.0039, 4.8232, 3.9517], [1.6488, 5.8587, 3.8300], [0.3376, 4.5660, 5.1094], [-0.4634, 3.4018, 5.4276], [1.4805, 4.1215, 2.0082], [1.3037, 2.8328, 3.1867], [-0.1367, 3.6508, 2.5543], [0.4389, 5.2863, 5.8062], [-1.4937, 3.6864, 5.6523], [-0.0561, 2.8736, 6.2919], [-0.4751, 2.7156, 4.5869], [9.6149, 3.0151, -3.0265], [9.9871, 1.5674, -3.2517], [9.5069, 0.6712, -2.5780], [10.8779, 1.2908, -4.2402], [11.5395, 2.2171, -5.1337], [8.8991, 3.0538, -2.2110], [10.4907, 3.6087, -2.7611], [9.1597, 3.4458, -3.9190], [11.0773, 0.3076, -4.3383], [11.2900, 1.9991, -6.1737], [12.6237, 2.1584, -5.0214], [11.2293, 3.2338, -4.9157], [-6.3332, 2.3121, -2.2682], [-7.4546, 2.8151, -1.3905], [-8.5589, 2.2833, -1.3803], [-7.1945, 3.8795, -0.5929], [-5.9526, 4.6161, -0.4629], [-6.7042, 1.4614, -2.8317], [-6.0031, 3.0846, -2.9633], [-5.4742, 1.9986, -1.6716], [-7.9787, 4.1647, -0.0274], [-5.5835, 4.5634, 0.5566], [-6.0972, 5.6667, -0.7243], [-5.1968, 4.1970, -1.1181], [-1.4009, -5.6075, -5.9556], [-1.5826, -6.6927, -4.9183], [-0.6728, -7.4435, -4.6075], [-2.7988, -6.7901, -4.3212], [-3.9739, -5.9753, -4.5420], [-0.3804, -5.6634, -6.3222], [-2.0884, -5.7433, -6.7917], [-1.5688, -4.6216, -5.5207], [-2.8485, -7.5205, -3.6286], [-4.2657, -5.4613, -3.6249], [-4.8138, -6.5871, -4.8780], [-3.7731, -5.2254, -5.3000]]
}

{
  "formula": "C34H81N3O11S11",
  "method": "ωB97M-V/def2-TZVPD",
  "spin_multiplicity": 1,
  "lumo_ev": -0.111,
  "total_energy_ev": -182742.6828,
  "orbital_gap_ev": 7.7,
  "species": ["C", "S", "O", "C", "H", "H", "H", "H", "H", "H", "C", "S", "O", "C", "H", "H", "H", "H", "H", "H", "C", "S", "O", "C", "H", "H", "H", "H", "H", "H", "C", "S", "O", "C", "H", "H", "H", "H", "H", "H", "C", "S", "O", "C", "H", "H", "H", "H", "H", "H", "C", "S", "O", "C", "H", "H", "H", "H", "H", "H", "C", "S", "O", "C", "H", "H", "H", "H", "H", "H", "C", "S", "O", "C", "H", "H", "H", "H", "H", "H", "C", "S", "O", "C", "H", "H", "H", "H", "H", "H", "C", "S", "O", "C", "H", "H", "H", "H", "H", "H", "C", "S", "O", "C", "H", "H", "H", "H", "H", "H", "N", "C", "C", "C", "C", "H", "H", "H", "H", "H", "N", "C", "C", "C", "C", "H", "H", "H", "H", "H", "N", "C", "C", "C", "C", "H", "H", "H", "H", "H"],
  "positions_angstrom": [[2.7894, -10.5032, -20.8013], [1.8138, -9.4235, -21.8842], [1.7705, -10.2202, -23.1501], [0.1992, -9.5209, -21.1214], [2.2979, -11.4785, -20.8774], [2.7631, -10.2674, -19.7340], [3.8354, -10.5573, -21.0896], [-0.4652, -8.8641, -21.6793], [0.3098, -9.2702, -20.0699], [-0.1769, -10.5247, -21.3154], [-1.9964, -11.5967, -28.5963], [-3.7372, -11.4407, -29.0370], [-4.4525, -11.0755, -27.7613], [-3.5319, -9.9082, -30.0063], [-1.8599, -12.6527, -28.3681], [-1.7010, -10.9701, -27.7525], [-1.3027, -11.3047, -29.3856], [-3.1318, -9.1633, -29.3191], [-4.4720, -9.5770, -30.4431], [-2.8319, -10.0245, -30.8351], [-5.4175, -13.2381, -24.3096], [-4.0014, -12.0746, -24.2129], [-3.2949, -12.2157, -22.8964], [-2.9926, -12.9139, -25.4990], [-6.0753, -13.0477, -23.4615], [-5.0141, -14.2483, -24.2367], [-6.0444, -13.1318, -25.1933], [-3.6363, -13.2796, -26.2940], [-2.3980, -13.7430, -25.1060], [-2.2544, -12.1997, -25.8533], [4.3196, -13.6445, -23.0093], [5.6579, -12.9282, -21.9663], [6.4467, -12.0511, -22.8840], [6.6153, -14.4507, -21.8014], [3.5850, -12.8797, -23.2530], [3.8148, -14.5411, -22.6502], [4.7745, -13.9580, -23.9530], [7.0224, -14.7917, -22.7559], [5.8988, -15.2550, -21.5861], [7.3480, -14.5087, -21.0010], [1.3006, -17.4177, -26.2355], [2.2464, -18.4660, -25.1118], [1.3166, -18.7849, -23.9808], [3.3462, -17.1437, -24.5193], [0.5001, -16.8909, -25.7136], [0.7764, -18.0241, -26.9759], [1.9887, -16.7351, -26.7325], [3.9909, -17.4624, -23.7027], [2.8256, -16.2213, -24.2553], [4.0070, -16.8737, -25.3508], [-0.2863, -14.4214, -33.1514], [-1.0411, -14.5393, -31.5056], [-0.3043, -13.6118, -30.5586], [-2.6305, -13.6643, -31.8879], [0.6299, -15.0035, -33.1533], [-0.0675, -13.3673, -33.3206], [-1.0277, -14.8066, -33.8492], [-2.3689, -12.7634, -32.4437], [-3.1189, -13.3878, -30.9457], [-3.1931, -14.3607, -32.5064], [1.5345, -13.2208, -27.8499], [1.3889, -13.6176, -26.1115], [2.7454, -13.9326, -25.5556], [1.0083, -11.9015, -25.6172], [0.5245, -13.0147, -28.2127], [1.8867, -14.0707, -28.4104], [2.1304, -12.3120, -27.9186], [1.8332, -11.2194, -25.8198], [0.5775, -11.8581, -24.6202], [0.1801, -11.5493, -26.2484], [1.6363, -16.3953, -30.1148], [3.3574, -15.9739, -29.6463], [3.7026, -16.9427, -28.5406], [4.1739, -16.6976, -31.0856], [1.4512, -17.4229, -29.8029], [1.3455, -16.2226, -31.1496], [0.9558, -15.7691, -29.5326], [4.0093, -15.9921, -31.8997], [3.8024, -17.6919, -31.3190], [5.2375, -16.7321, -30.8603], [-0.7036, -13.1362, -22.2133], [0.8775, -14.0399, -22.0732], [1.3302, -13.9846, -20.6608], [0.1903, -15.6897, -22.3665], [-1.1964, -13.4896, -23.1179], [-0.5379, -12.0665, -22.2941], [-1.3460, -13.2966, -21.3475], [-0.2865, -15.6744, -23.3494], [-0.5568, -15.9725, -21.6262], [1.0085, -16.4065, -22.4005], [3.1800, -13.4422, -32.4317], [4.8777, -12.9661, -31.8957], [5.3594, -12.0394, -33.0028], [4.2815, -11.7690, -30.6697], [3.2399, -14.3565, -33.0173], [2.7638, -12.5850, -32.9575], [2.5224, -13.6039, -31.5713], [3.5499, -12.1455, -29.9550], [3.8838, -10.9221, -31.2270], [5.1270, -11.3934, -30.0935], [5.2520, -7.4399, -25.0622], [3.7889, -8.5155, -24.9861], [3.3260, -8.7818, -26.4166], [4.6244, -10.0076, -24.4541], [5.9987, -7.9226, -25.6938], [5.6821, -7.2281, -24.0842], [4.9331, -6.4847, -25.4769], [5.0194, -9.8077, -23.4573], [5.4566, -10.1735, -25.1358], [3.9155, -10.8271, -24.4080], [5.4420, -9.7655, -27.9875], [5.0538, -11.0734, -27.7160], [6.1312, -11.9000, -27.9721], [7.1386, -11.1089, -28.5129], [6.6865, -9.8229, -28.5516], [4.9004, -8.9445, -27.7793], [4.1626, -11.2374, -27.1315], [6.1276, -12.9594, -27.7779], [8.0708, -11.4793, -28.9118], [7.2172, -8.9430, -28.8807], [2.2386, -9.3277, -28.9064], [1.2072, -10.1387, -29.2585], [1.0330, -10.0230, -30.6270], [2.0300, -9.1420, -31.1126], [2.7371, -8.7234, -30.0149], [2.6043, -9.2123, -27.9559], [0.6774, -10.7307, -28.5422], [0.3225, -10.5984, -31.2022], [2.1900, -8.8322, -32.1312], [3.5386, -8.0030, -30.0113], [7.4426, -16.5616, -26.1256], [7.9350, -15.5412, -25.3303], [6.9783, -14.5653, -25.3155], [5.9073, -14.9657, -26.1285], [6.2764, -16.1443, -26.7405], [7.9624, -17.3582, -26.4434], [8.8448, -15.6663, -24.7700], [7.0409, -13.6238, -24.7861], [4.9962, -14.4355, -26.3624], [5.7956, -16.7006, -27.5268]]
}